1.
{"formula": "C37H41AuN5O2", "method": "ωB97M-V/def2-TZVPD", "charge": 1, "de_lowest_ev": 0.000, "homo_ha": -0.4229, "e_tot_ev": -54267.777, "species": ["Au", "C", "C", "C", "C", "C", "C", "C", "C", "C", "C", "C", "C", "N", "C", "O", "C", "C", "C", "C", "C", "N", "C", "O", "N", "C", "C", "C", "C", "C", "C", "C", "C", "C", "C", "C", "C", "H", "H", "H", "H", "H", "H", "H", "H", "H", "H", "H", "H", "H", "H", "H", "H", "H", "H", "H", "H", "H", "H", "H", "H", "H", "H", "H", "H", "H", "H", "H", "H", "H", "H", "H", "H", "H", "N", "C", "C", "C", "C", "N", "C", "C", "H", "H", "H", "H"], "coordinates": [[-0.482, -0.372, -0.633], [-1.099, 3.490, -2.951], [-0.564, 3.221, -1.540], [-0.895, 4.390, -0.618], [0.914, 2.894, -1.607], [1.881, 3.838, -1.288], [3.233, 3.534, -1.390], [3.636, 2.283, -1.820], [2.703, 1.298, -2.139], [3.173, -0.056, -2.635], [3.701, 0.074, -4.066], [4.233, -0.692, -1.732], [1.345, 1.621, -2.018], [0.368, 0.598, -2.193], [0.075, 0.069, -3.414], [0.472, 0.455, -4.490], [-0.822, -1.156, -3.311], [-1.282, -1.938, -4.351], [-2.042, -3.064, -4.039], [-2.328, -3.402, -2.717], [-1.846, -2.579, -1.719], [-1.136, -1.511, -2.068], [-1.997, -2.769, -0.221], [-2.513, -3.769, 0.223], [-1.489, -1.719, 0.486], [-1.441, -1.718, 1.917], [-0.362, -2.331, 2.563], [-0.281, -2.224, 3.948], [-1.230, -1.520, 4.663], [-2.295, -0.921, 4.007], [-2.428, -1.016, 2.628], [-3.639, -0.442, 1.914], [-4.700, -1.534, 1.729], [-4.253, 0.769, 2.613], [0.689, -3.124, 1.812], [2.105, -2.635, 2.115], [0.546, -4.616, 2.126], [-2.174, 3.672, -2.926], [-0.899, 2.661, -3.628], [-0.616, 4.376, -3.367], [-1.089, 2.335, -1.156], [-0.550, 5.336, -1.035], [-0.446, 4.276, 0.370], [-1.975, 4.469, -0.495], [1.584, 4.824, -0.961], [3.972, 4.286, -1.148], [4.692, 2.070, -1.918], [2.315, -0.732, -2.652], [4.585, 0.715, -4.083], [2.950, 0.507, -4.725], [3.988, -0.902, -4.457], [5.151, -0.104, -1.711], [4.493, -1.681, -2.109], [3.892, -0.816, -0.700], [-1.034, -1.666, -5.367], [-2.413, -3.692, -4.838], [-2.900, -4.279, -2.452], [0.538, -2.698, 4.474], [-1.148, -1.444, 5.739], [-3.038, -0.390, 4.585], [-3.321, -0.131, 0.910], [-5.061, -1.863, 2.705], [-4.298, -2.406, 1.217], [-5.552, -1.153, 1.163], [-4.744, 0.487, 3.544], [-5.015, 1.216, 1.976], [-3.511, 1.536, 2.855], [0.515, -2.999, 0.740], [2.355, -2.773, 3.168], [2.224, -1.572, 1.891], [2.836, -3.190, 1.526], [0.741, -4.809, 3.182], [1.257, -5.199, 1.541], [-0.461, -4.965, 1.896], [2.328, 4.047, 4.551], [1.887, 3.336, 3.767], [1.337, 2.446, 2.782], [2.179, 1.722, 1.945], [1.611, 0.898, 0.998], [0.281, 0.780, 0.874], [-0.533, 1.455, 1.693], [-0.041, 2.305, 2.658], [3.253, 1.803, 2.019], [2.219, 0.327, 0.317], [-1.594, 1.306, 1.559], [-0.720, 2.849, 3.298]], "forces_ev_per_a": [[0.3, -0.2, 0.1], [0.0, 0.0, 0.0], [0.0, 0.0, -0.1], [0.0, 0.0, 0.0], [0.0, -0.1, 0.1], [0.1, 0.0, 0.0], [-0.1, 0.0, 0.0], [0.0, 0.0, 0.0], [0.0, 0.0, 0.0], [0.0, 0.0, 0.0], [0.0, 0.0, 0.0], [0.0, 0.0, 0.0], [0.0, 0.0, 0.0], [-0.1, 0.1, 0.1], [0.0, -0.1, -0.1], [-0.1, 0.0, 0.0], [0.0, 0.0, -0.1], [0.0, 0.0, 0.1], [0.0, 0.0, 0.0], [0.0, 0.1, 0.0], [0.0, -0.1, -0.1], [-0.1, 0.1, -0.1], [-0.1, -0.1, 0.0], [0.1, 0.1, 0.0], [0.0, 0.1, 0.2], [0.0, 0.0, -0.1], [0.0, 0.1, 0.0], [0.0, 0.0, -0.1], [0.0, 0.0, 0.0], [0.0, -0.1, 0.0], [-0.1, 0.0, 0.0], [0.0, 0.0, -0.1], [0.0, 0.0, 0.0], [0.1, 0.0, 0.0], [0.0, -0.1, 0.0], [0.0, 0.1, 0.0], [0.0, 0.0, 0.0], [0.0, 0.0, 0.0], [0.0, 0.0, 0.0], [0.0, 0.0, 0.0], [0.0, 0.1, 0.0], [0.0, 0.0, 0.0], [0.0, 0.0, 0.0], [0.0, 0.0, 0.0], [0.0, 0.0, 0.0], [0.0, 0.0, 0.0], [0.0, 0.0, 0.0], [0.0, 0.0, 0.0], [0.0, 0.0, 0.0], [0.0, 0.0, 0.0], [0.0, 0.0, 0.0], [0.0, 0.0, 0.0], [0.0, 0.0, 0.0], [0.0, 0.0, 0.0], [0.0, 0.0, 0.0], [0.0, 0.0, 0.0], [0.0, 0.0, 0.0], [0.0, 0.0, 0.0], [0.0, 0.0, 0.0], [0.0, 0.0, 0.0], [0.0, 0.0, 0.0], [0.0, 0.0, 0.0], [0.0, 0.0, 0.0], [0.0, 0.0, 0.0], [0.0, 0.0, 0.1], [0.0, 0.0, 0.0], [0.0, 0.0, 0.0], [0.0, 0.0, 0.0], [0.0, 0.0, 0.0], [0.0, 0.0, 0.0], [0.0, 0.0, 0.0], [0.0, 0.0, 0.0], [0.0, 0.0, 0.0], [0.0, 0.0, 0.0], [0.0, 0.1, 0.1], [0.0, 0.0, 0.0], [0.0, 0.0, 0.0], [-0.1, 0.0, 0.0], [0.0, 0.1, 0.0], [0.0, 0.0, 0.0], [0.0, 0.0, 0.0], [0.0, 0.0, 0.0], [0.0, 0.0, 0.0], [0.1, 0.0, -0.1], [0.0, 0.0, 0.0], [0.0, 0.0, 0.0]], "lowdin_charge": [1.4390, -0.0354, -0.3841, -0.0707, -0.1481, -0.0209, -0.0480, -0.0236, -0.1500, -0.3731, -0.0441, -0.0554, -0.1977, -0.0567, -0.4727, 0.1123, -0.1319, 0.0532, 0.0173, 0.0538, -0.1339, -0.0210, -0.4670, 0.1093, -0.0635, -0.1900, -0.1391, -0.0214, -0.0463, -0.0221, -0.1613, -0.3883, -0.0358, -0.0718, -0.3769, -0.0520, -0.0431, 0.0859, 0.0678, 0.0958, 0.0941, 0.0853, 0.0680, 0.0857, 0.1104, 0.1124, 0.1167, 0.1157, 0.0866, 0.0739, 0.0862, 0.0793, 0.0858, 0.0631, 0.1374, 0.1277, 0.1376, 0.1165, 0.1124, 0.1114, 0.1115, 0.0946, 0.0639, 0.0868, 0.0816, 0.0864, 0.0704, 0.1103, 0.0808, 0.0528, 0.0855, 0.0850, 0.0848, 0.0821, 0.2098, -0.1435, -0.1734, 0.0440, -0.0915, -0.0635, -0.0779, 0.0362, 0.1414, 0.1015, 0.1062, 0.1393]}



2.
{"formula": "C17H48B3N4O11P", "method": "ωB97M-V/def2-TZVPD", "charge": 0, "de_lowest_ev": 0.000, "homo_ha": -0.3225, "e_tot_ev": -58218.325, "species": ["C", "C", "O", "C", "C", "O", "B", "O", "B", "N", "O", "B", "C", "P", "O", "O", "O", "O", "H", "H", "H", "H", "H", "H", "H", "H", "H", "H", "H", "H", "H", "H", "H", "C", "C", "C", "O", "C", "N", "H", "H", "H", "H", "H", "H", "H", "H", "H", "H", "H", "C", "C", "C", "O", "C", "N", "H", "H", "H", "H", "H", "H", "H", "H", "H", "H", "H", "C", "C", "C", "O", "C", "N", "H", "H", "H", "H", "H", "H", "H", "H", "H", "H", "H"], "coordinates": [[-4.759, 0.362, 1.846], [-4.246, -0.964, 1.318], [-3.148, -1.371, 2.120], [-1.909, -1.504, 1.466], [-0.796, -1.066, 2.369], [-0.906, 0.325, 2.729], [-0.252, 1.170, 1.920], [1.082, 1.037, 1.581], [1.253, 1.121, 0.233], [2.580, 0.834, -0.328], [0.196, 1.443, -0.617], [-0.960, 1.924, -0.025], [-2.272, 2.098, -0.885], [-2.009, 1.377, -2.501], [-1.710, -0.039, -2.440], [-3.385, 1.603, -3.269], [-0.976, 2.235, -3.338], [-0.940, 2.223, 1.299], [-4.790, 0.267, 2.921], [-4.034, 1.135, 1.629], [-5.738, 0.607, 1.459], [-3.993, -0.908, 0.263], [-5.033, -1.702, 1.422], [-1.855, -1.008, 0.496], [-1.724, -2.565, 1.287], [-0.900, -1.641, 3.276], [0.135, -1.283, 1.855], [2.814, 1.572, -0.989], [2.447, 0.018, -0.927], [-2.496, 3.159, -0.950], [-3.109, 1.565, -0.469], [-3.245, 1.225, -4.159], [-0.158, 2.386, -2.836], [6.159, 1.455, 3.675], [5.451, 0.583, 2.642], [6.404, -0.322, 1.846], [7.142, 0.335, 0.833], [8.312, 0.996, 1.271], [4.638, 1.431, 1.770], [6.675, 2.297, 3.214], [5.433, 1.868, 4.375], [6.888, 0.879, 4.250], [4.770, -0.079, 3.187], [5.800, -1.069, 1.324], [7.082, -0.871, 2.514], [8.796, 0.457, 2.091], [8.098, 2.022, 1.581], [9.002, 1.039, 0.428], [4.079, 0.849, 1.139], [5.277, 1.922, 1.148], [0.622, -6.355, 6.002], [0.524, -4.833, 6.024], [-0.767, -4.287, 5.398], [-0.791, -4.301, 3.983], [-1.158, -5.537, 3.397], [1.724, -4.271, 5.395], [0.867, -6.735, 5.010], [1.410, -6.689, 6.677], [-0.314, -6.815, 6.324], [0.522, -4.522, 7.072], [-0.857, -3.233, 5.677], [-1.652, -4.798, 5.799], [-1.902, -6.064, 4.000], [-0.287, -6.177, 3.241], [-1.592, -5.321, 2.420], [1.715, -3.260, 5.500], [1.643, -4.418, 4.392], [-3.518, 4.781, -8.612], [-3.979, 4.161, -7.297], [-2.895, 3.338, -6.589], [-2.664, 2.057, -7.144], [-1.797, 2.026, -8.263], [-5.196, 3.382, -7.542], [-3.464, 4.046, -9.414], [-4.221, 5.551, -8.930], [-2.536, 5.247, -8.506], [-4.241, 4.983, -6.623], [-3.231, 3.148, -5.566], [-1.954, 3.899, -6.514], [-1.006, 2.776, -8.179], [-2.347, 2.173, -9.196], [-1.339, 1.038, -8.297], [-5.567, 3.053, -6.655], [-4.924, 2.531, -8.028]], "forces_ev_per_a": [[0.5, -0.4, 0.0], [-0.4, 0.2, 0.4], [0.2, 0.2, -0.4], [-0.1, -0.4, 0.1], [-0.4, 0.0, 0.5], [0.0, -0.4, -0.3], [0.1, 1.0, 0.9], [-0.5, -0.5, -0.4], [1.5, 0.0, -0.4], [-0.6, -0.1, -0.5], [-0.1, 0.1, 0.4], [-0.6, 0.5, -0.6], [1.1, 0.4, -0.8], [-1.1, -0.2, 0.5], [0.7, -1.5, 0.3], [0.2, 0.5, -0.8], [0.5, 0.9, 0.1], [-0.4, -0.6, 0.5], [-0.3, 0.1, 0.4], [0.1, 0.4, -0.1], [-0.2, 0.2, -0.1], [0.2, 0.0, -0.2], [-0.1, -0.4, 0.0], [-0.3, 0.3, -0.2], [0.1, -0.2, -0.2], [0.3, -0.1, 0.4], [0.4, 0.0, 0.2], [0.2, 0.0, 0.0], [0.3, 0.0, 0.0], [-0.3, 0.2, 0.0], [-0.4, -0.1, 0.4], [-0.5, 0.1, 0.2], [-0.1, -0.2, -0.3], [0.0, -0.1, 0.2], [0.2, 0.3, 0.0], [-0.2, -0.2, 0.0], [0.1, 0.0, 0.1], [-0.1, 0.1, -0.2], [0.1, -0.4, -0.1], [0.0, 0.0, -0.1], [0.0, 0.0, 0.0], [0.0, 0.0, 0.0], [0.0, -0.1, 0.0], [0.0, 0.0, -0.1], [0.0, 0.1, 0.0], [0.0, 0.0, 0.0], [0.1, 0.0, 0.1], [0.0, 0.0, 0.0], [0.0, 0.3, 0.3], [0.0, 0.1, 0.1], [0.0, -0.1, 0.1], [0.1, -0.2, -0.2], [0.0, 0.2, 0.2], [-0.1, -0.1, 0.0], [0.1, 0.1, -0.2], [-0.1, 0.2, 0.0], [0.0, 0.0, 0.0], [0.0, 0.0, 0.0], [0.0, 0.0, 0.0], [0.0, 0.1, 0.0], [0.0, 0.0, -0.1], [0.0, -0.1, 0.0], [0.0, 0.0, 0.0], [-0.1, -0.1, 0.1], [0.0, 0.0, 0.0], [0.1, 0.0, 0.1], [0.1, -0.1, 0.0], [0.0, 0.2, 0.0], [0.0, -0.1, -0.3], [-0.1, 0.1, 0.3], [0.1, 0.0, 0.0], [-0.1, -0.2, 0.0], [0.1, -0.1, 0.2], [0.0, -0.1, 0.0], [0.0, 0.0, 0.0], [0.0, 0.0, 0.0], [0.0, 0.0, 0.1], [0.0, 0.0, 0.0], [0.0, 0.0, -0.1], [0.0, 0.0, 0.0], [0.1, 0.1, 0.0], [0.0, 0.0, 0.0], [-0.1, 0.1, 0.0], [0.0, 0.0, -0.1]], "lowdin_charge": [-0.0578, -0.2576, -0.1146, -0.1791, -0.1044, 0.1799, -0.7072, 0.3643, -0.6443, 0.1705, 0.2727, -0.6034, -0.0507, 0.3609, -0.2484, -0.1215, -0.0981, 0.3510, 0.0788, 0.0604, 0.0757, 0.1119, 0.1122, 0.1285, 0.1310, 0.1229, 0.1379, 0.0910, 0.0976, 0.1104, 0.0824, 0.0858, 0.0889, -0.0742, -0.4318, -0.2096, -0.1907, -0.1110, 0.0442, 0.0620, 0.0732, 0.0759, 0.1342, 0.1204, 0.1180, 0.0892, 0.0744, 0.0853, 0.0316, 0.0682, -0.0712, -0.4331, -0.2074, -0.2052, -0.0997, 0.0397, 0.0640, 0.0754, 0.0780, 0.1348, 0.1203, 0.1210, 0.0922, 0.0765, 0.0838, 0.0705, 0.0676, -0.0708, -0.4309, -0.2105, -0.1939, -0.1029, 0.0399, 0.0642, 0.0754, 0.0778, 0.1356, 0.1045, 0.1225, 0.0912, 0.0758, 0.0876, 0.0713, 0.0691]}